Molecular formula: C42H30I2N5NaOS
Method: DFT, ωB97M-V with the def2-TZVPD basis set

XYZ file:
```
82
Properties=species:S:1:pos:R:3:forces:R:3
Na -1.069235 0.894616 -0.278486 -0.4 -0.9 0.6
C 0.228810 2.813407 3.911253 0.0 0.2 0.3
C -0.001721 2.365489 2.605680 0.1 0.3 0.1
N -0.126309 1.116890 2.253043 -0.2 -0.3 -0.1
C -0.035033 0.158177 3.221415 0.0 0.3 0.3
C 0.211736 0.521156 4.600116 0.0 0.3 -0.4
C 0.328162 1.867582 4.916110 0.0 0.1 -0.2
C 0.345172 -0.509046 5.562593 -0.1 -0.4 0.2
C 0.129903 -1.804792 5.232868 0.3 0.4 0.4
C -0.219220 -2.188896 3.905135 -0.2 -0.3 -0.6
C -0.694488 -3.452874 3.587875 0.4 -0.1 0.5
C -1.315924 -3.628950 2.325828 0.1 0.4 -0.5
C -1.188242 -2.692887 1.364341 -1.0 -0.7 -0.2
N -0.252703 -1.611488 1.528212 0.0 -0.1 -0.1
C -0.161218 -1.180064 2.895207 0.1 -0.2 0.5
H 0.333571 3.869120 4.125300 0.0 0.0 -0.1
H -0.089136 3.084718 1.801454 0.0 0.2 -0.2
H 0.479116 2.164587 5.951610 0.1 0.0 0.0
H 0.611672 -0.230937 6.576275 0.0 0.0 0.1
H 0.208756 -2.580576 5.984792 0.0 -0.1 0.1
H -0.763319 -4.223586 4.345901 0.0 0.0 0.1
H -1.968556 -4.478279 2.166903 -0.1 0.0 -0.1
H -1.694311 -2.713397 0.413639 -0.2 0.1 0.0
I -0.692367 5.092540 -3.002622 0.4 0.0 0.0
C 1.045750 4.258670 -2.129811 -0.9 0.2 -0.3
C 2.277545 4.840300 -2.321146 0.5 0.1 0.0
C 3.375083 4.310996 -1.685357 0.6 0.7 -0.4
I 5.269010 5.228345 -2.058338 -0.4 -0.2 0.1
C 3.270075 3.201149 -0.836809 -0.3 -0.3 0.2
C 4.321556 2.643941 -0.086069 0.2 -0.2 0.2
C 4.094554 1.549486 0.706154 0.1 0.2 -0.1
C 2.810027 0.989376 0.727787 -0.1 -0.1 0.0
N 1.813894 1.486941 0.044512 -0.3 -0.5 0.1
C 1.993852 2.576401 -0.700286 0.6 0.3 -0.2
C 0.808577 3.098922 -1.363467 -0.2 0.4 -0.3
O -0.319369 2.578264 -1.255739 0.1 0.3 -0.1
H 2.376382 5.706546 -2.960677 0.0 0.0 0.0
H 5.305775 3.094308 -0.134406 0.0 0.0 0.0
H 4.887567 1.116819 1.302552 0.0 0.0 0.0
H 2.588257 0.107038 1.310834 0.0 -0.1 0.1
C 0.778348 -0.031032 -2.877813 0.0 0.0 -0.1
C -0.521822 -0.591231 -3.358822 -0.1 0.0 0.2
C -0.666925 -0.967076 -4.706358 -0.3 -0.2 -0.4
C -1.858016 -1.486990 -5.127349 0.2 0.1 0.0
C -2.917787 -1.640904 -4.212313 0.2 0.2 0.3
C -4.147785 -2.204828 -4.580649 -0.5 -0.3 -0.1
C -5.131251 -2.372168 -3.625794 0.2 -0.1 -0.7
C -4.929865 -1.949002 -2.326829 0.1 0.1 0.1
C -3.745559 -1.327357 -1.910894 -0.5 -0.1 0.3
S -3.629442 -0.768476 -0.316119 0.2 0.4 0.6
C -2.684329 -1.201856 -2.872020 -0.7 -0.5 -0.8
N -1.503872 -0.700609 -2.494458 0.9 0.4 0.3
H 1.607207 -0.445790 -3.449120 0.1 0.0 0.0
H 0.906639 -0.244362 -1.821446 0.1 0.0 0.1
H 0.784410 1.048738 -3.004266 0.0 0.2 0.0
H 0.158588 -0.842881 -5.396032 0.1 0.0 0.0
H -2.002740 -1.792640 -6.159967 0.0 0.0 0.0
H -4.297733 -2.512483 -5.607373 0.0 -0.1 -0.1
H -6.075273 -2.834094 -3.896425 0.0 0.0 0.0
H -5.708685 -2.076705 -1.587062 0.0 0.0 0.0
C -3.684956 4.691934 3.040432 -0.1 0.0 0.0
C -4.225364 4.329026 1.655942 -0.2 0.3 0.2
C -3.430237 3.276489 1.059936 -0.3 0.2 0.0
N -2.785087 2.456551 0.603746 0.5 -0.5 -0.3
H -4.213500 5.557223 3.436945 0.0 0.0 0.0
H -2.624043 4.921437 2.982759 0.1 0.0 0.0
H -3.810705 3.856631 3.725069 0.0 0.0 0.1
H -4.192008 5.195501 0.988514 -0.1 -0.1 0.1
H -5.260095 3.980989 1.725956 0.1 0.1 -0.1
C 0.854466 -2.023868 0.889922 1.0 -0.4 -0.4
C 1.688158 -2.570250 0.196411 -0.8 1.2 0.7
C 2.587080 -3.360408 -0.541076 0.6 -0.7 -0.3
C 2.931214 -4.631087 -0.049968 -0.1 0.2 0.0
C 3.706604 -5.494436 -0.793052 0.2 -0.3 -0.1
C 4.164506 -5.119724 -2.047772 0.1 0.1 -0.1
C 3.873740 -3.848154 -2.525559 0.2 -0.2 -0.2
C 3.107938 -2.975169 -1.781390 -0.2 0.2 0.1
H 2.558484 -4.922414 0.920014 -0.1 0.0 0.1
H 3.952173 -6.473678 -0.394893 0.0 0.0 0.0
H 4.742117 -5.809213 -2.651684 0.0 0.0 0.0
H 4.241043 -3.543802 -3.497666 0.0 0.0 0.0
H 2.880712 -1.991846 -2.165655 -0.1 0.1 0.0
```
Forces are in eV/Å.

## Properties
- Total charge: -2
- LUMO: 3.37 eV
- Gap between HOMO and LUMO: 3.87 eV
- ΔE to the lowest compared entry with this formula, charge and spin: 15.0 kcal per mole
- 2S+1: 1